#A
{
  "formula": "C5H6",
  "method": "the ωB97M-V functional and the def2-TZVPD basis",
  "species": ["C", "C", "C", "C", "C", "H", "H", "H", "H", "H", "H"],
  "coordinates": [[2.5868, 0.8113, 0.0148], [1.5288, 0.2487, 0.1328], [0.3194, -0.5417, 0.3486], [-0.9891, 0.2142, 0.2376], [-1.9589, -0.1099, -0.6069], [3.5792, 1.2197, 0.0006], [0.2511, -1.2778, -0.4513], [0.4463, -1.0889, 1.3225], [-1.0329, 1.0684, 0.8930], [-2.8440, 0.4614, -0.6657], [-1.8867, -1.0053, -1.2261]],
  "homo_ha": -0.3635,
  "smiles": "C#CCC=C",
  "gap_ha": 0.404,
  "e_lumo_ha": 0.041
}

***

#B
{
  "formula": "C5H6",
  "method": "the ωB97M-V functional and the def2-TZVPD basis",
  "species": ["C", "C", "C", "C", "C", "H", "H", "H", "H", "H", "H"],
  "coordinates": [[-1.7158, -0.7243, -0.0762], [-0.6652, 0.0743, 0.0948], [0.0100, 1.4478, 0.2047], [0.7844, 0.1131, 0.0370], [1.7513, -0.7590, -0.0741], [-2.7086, -0.4448, -0.1958], [-1.4249, -1.7696, -0.2830], [0.0011, 2.2466, -0.5914], [-0.1118, 1.9564, 1.1925], [2.7075, -0.3151, -0.0562], [1.3720, -1.8254, -0.2522]],
  "homo_ha": -0.3362,
  "smiles": "C=C1CC1=C",
  "gap_ha": 0.364,
  "e_lumo_ha": 0.028
}

***

Sorted by energy, starting with the most stable: #A, #B.

***

#A
{
  "formula": "C2H5IS2",
  "method": "the ωB97M-V functional and the def2-TZVPD basis",
  "species": ["C", "S", "C", "S", "I", "H", "H", "H", "H", "H"],
  "coordinates": [[-1.5179, -0.3858, 0.7446], [-1.1356, 0.9651, -0.4065], [0.4423, 0.4604, -0.9282], [1.9008, 0.8282, 0.6529], [3.7147, -0.4261, -0.1801], [-2.4043, -0.0930, 1.2958], [-0.6783, -0.5024, 1.4242], [-1.7044, -1.3035, 0.1922], [0.5565, -0.6053, -1.0599], [0.8261, 1.0624, -1.7349]],
  "homo_ha": -0.3145,
  "smiles": "CSCSI",
  "gap_ha": 0.306,
  "e_lumo_ha": -0.009
}

***

#B
{
  "formula": "C2H5IS2",
  "method": "the ωB97M-V functional and the def2-TZVPD basis",
  "species": ["C", "C", "S", "S", "I", "H", "H", "H", "H", "H"],
  "coordinates": [[0.9925, -0.0216, 0.5532], [-0.7843, -0.3913, -0.7467], [0.8374, -1.2302, 1.7972], [-0.7396, 0.6202, -2.1704], [-0.9474, 2.8648, -1.6138], [0.9382, 0.9503, 0.7424], [1.5165, -0.5594, -0.2005], [-0.5070, -1.3978, -1.0906], [-1.6511, -0.3338, 0.0548], [0.3450, -0.5012, 2.6745]],
  "homo_ha": -0.2784,
  "gap_ha": 0.265,
  "e_lumo_ha": -0.014
}

***

Sorted by energy, starting with the most stable: #A, #B.

***

#A
{
  "formula": "C3H2F4O",
  "method": "the ωB97M-V functional and the def2-TZVPD basis",
  "species": ["C", "C", "C", "O", "F", "F", "F", "F", "H", "H"],
  "coordinates": [[1.4895, 1.1310, -0.5056], [-1.6664, -0.7797, 1.0607], [0.5129, 0.8140, -1.3395], [-1.6208, -2.0062, 0.8022], [1.6154, 2.3567, 0.0050], [-1.2293, -0.5294, 2.3150], [-0.4273, 1.6172, -1.7941], [0.3849, -0.4026, -1.8484], [2.2459, 0.4336, -0.1828], [-1.3049, -2.6346, 1.4874]],
  "homo_ha": -0.3590,
  "gap_ha": 0.379,
  "e_lumo_ha": 0.020
}

***

#B
{
  "formula": "C3H2F4O",
  "method": "the ωB97M-V functional and the def2-TZVPD basis",
  "species": ["O", "C", "F", "F", "C", "F", "C", "F", "H", "H"],
  "coordinates": [[-1.1022, 1.4124, 0.7711], [-0.0257, 0.6452, 0.4447], [0.9228, 1.5413, -0.0304], [0.4877, 0.0697, 1.5616], [-0.3418, -0.3646, -0.6109], [-1.2236, 0.0179, -1.4653], [0.4841, -1.5767, -0.5318], [0.4714, -2.4117, -1.5596], [-0.9543, 2.3052, 1.2179], [1.2816, -1.6385, 0.2026]],
  "homo_ha": -0.3584,
  "smiles": "OC(F)(F)/C(F)=C/F",
  "gap_ha": 0.383,
  "e_lumo_ha": 0.024
}

***

#C
{
  "formula": "C3H2F4O",
  "method": "the ωB97M-V functional and the def2-TZVPD basis",
  "species": ["O", "C", "F", "F", "F", "H", "C", "C", "F", "H"],
  "coordinates": [[-1.1831, 0.7511, -1.2648], [-0.2220, 1.4689, -0.7515], [0.1149, 0.9026, 0.4003], [-0.5777, 2.7671, -0.3683], [0.8565, 1.6391, -1.6239], [-1.7419, 1.0916, -2.0707], [1.0747, -2.3766, 1.8938], [0.4240, -1.9304, 0.9808], [-0.4309, -1.4441, 0.1729], [1.6855, -2.8694, 2.6314]],
  "homo_ha": -0.3830,
  "smiles": "OC(F)(F)F.C#CF",
  "gap_ha": 0.395,
  "e_lumo_ha": 0.012
}

***

#D
{
  "formula": "C3H2F4O",
  "method": "the ωB97M-V functional and the def2-TZVPD basis",
  "species": ["C", "C", "C", "O", "F", "F", "F", "F", "H", "H"],
  "coordinates": [[-1.2361, 0.2411, -1.4163], [2.1728, 0.6370, 0.5928], [-1.1711, -0.5412, -0.3244], [2.2690, 0.6414, 1.8373], [-1.9293, 1.4023, -1.3533], [1.2419, -0.2802, 0.1718], [-1.3997, -0.1468, 0.9216], [-0.6790, -1.7968, -0.2501], [-0.8938, -0.1687, -2.3951], [1.6252, 0.0119, 2.2157]],
  "homo_ha": -0.3640,
  "gap_ha": 0.387,
  "e_lumo_ha": 0.023
}

***

Sorted by energy, starting with the most stable: #B, #C, #A, #D.

***

#A
{
  "formula": "C2H3N3O2S",
  "method": "the ωB97M-V functional and the def2-TZVPD basis",
  "species": ["N", "N", "C", "S", "N", "O", "C", "O", "H", "H", "H"],
  "coordinates": [[-0.6091, -1.4329, 0.8817], [-0.1996, -0.2934, 0.2134], [0.0405, -0.2225, -1.1489], [-0.0072, -1.3967, -2.2840], [0.3224, 1.1005, -1.3651], [0.5317, 1.7575, -0.1323], [0.1241, 0.8990, 0.8429], [0.0855, 1.1464, 2.0193], [0.0892, -1.6787, 1.5815], [-1.4581, -1.2162, 1.4077], [1.0805, 1.3370, -2.0163]],
  "homo_ha": -0.3374,
  "smiles": "Nn1c(=S)[nH]oc1=O",
  "gap_ha": 0.353,
  "e_lumo_ha": 0.016
}

***

#B
{
  "formula": "C2H3N3O2S",
  "method": "the ωB97M-V functional and the def2-TZVPD basis",
  "species": ["C", "C", "N", "N", "N", "O", "O", "S", "H", "H", "H"],
  "coordinates": [[-1.2994, -0.8129, -0.0063], [0.2966, 0.4188, 0.0222], [-2.1399, 0.0996, 0.0231], [-0.2896, 1.5391, 0.1838], [-1.6081, 1.3754, 0.1764], [1.6886, -1.2744, 0.6817], [2.4364, 0.0526, -1.4704], [2.1172, 0.2301, -0.0775], [-1.3231, -1.7842, -0.3179], [2.4292, -1.8582, 0.9080], [-2.3080, 2.0142, -0.1232]],
  "homo_ha": -0.3513,
  "gap_ha": 0.360,
  "e_lumo_ha": 0.009
}

***

#C
{
  "formula": "C2H3N3O2S",
  "method": "the ωB97M-V functional and the def2-TZVPD basis",
  "species": ["O", "N", "C", "N", "O", "C", "N", "S", "H", "H", "H"],
  "coordinates": [[2.3066, -0.6136, 0.3160], [1.7572, 0.6872, -0.1576], [0.3415, 0.3234, -0.2389], [-0.4759, 1.2770, -0.4046], [-1.8128, 0.9850, -0.2143], [-2.2044, -0.3869, 0.0764], [-1.5562, -1.4283, 0.2959], [-0.0050, -1.3767, -0.5597], [3.1295, -0.6583, -0.4864], [1.7147, 1.5305, 0.6856], [-3.1952, -0.3394, 0.6877]],
  "homo_ha": -0.3186,
  "smiles": "ONC1=NOC=NS1",
  "gap_ha": 0.326,
  "e_lumo_ha": 0.007
}

***

Sorted by energy, starting with the most stable: #A, #B, #C.

***

#A
{
  "formula": "C4H16NO2",
  "method": "the ωB97M-V functional and the def2-TZVPD basis",
  "species": ["C", "C", "C", "C", "N", "H", "H", "H", "H", "H", "H", "H", "H", "H", "H", "H", "H", "H", "H", "O", "H", "H", "O"],
  "coordinates": [[0.9261, -0.7259, -1.6055], [0.3200, 0.4742, -0.7708], [-0.3248, 1.3932, -1.8047], [-1.4374, 2.3341, -1.3516], [-0.7958, -0.1662, 0.0757], [1.3963, -1.5069, -1.0463], [1.6024, -0.3408, -2.3402], [0.1663, -1.2284, -2.1415], [0.8581, 1.0963, 0.0505], [0.4498, 1.9231, -2.2887], [-0.9429, 0.9003, -2.5633], [-2.0006, 2.8795, -2.1253], [-2.2899, 1.6426, -1.0215], [-0.9539, 3.2015, -0.7618], [-0.9841, 0.3332, 0.8994], [-1.5511, -0.2411, -0.5874], [-0.4959, -1.0866, 0.4085], [0.9432, -2.2296, 4.2172], [1.3072, -0.9838, 4.8635], [0.6809, -1.3083, 4.1380], [1.1360, -1.5969, 2.5074], [1.1174, -2.8053, 1.6812], [0.8728, -1.9580, 1.5670]],
  "homo_ha": -0.5500,
  "charge": 1,
  "gap_ha": 0.446,
  "e_lumo_ha": -0.104
}

***

#B
{
  "formula": "C4H16NO2",
  "method": "the ωB97M-V functional and the def2-TZVPD basis",
  "species": ["C", "C", "C", "C", "N", "H", "H", "H", "H", "H", "H", "H", "H", "H", "H", "H", "H", "H", "H", "O", "H", "H", "O"],
  "coordinates": [[-0.7424, 0.4269, 0.3888], [0.4979, -0.4168, 0.6766], [0.8956, -0.2409, 2.1510], [2.0490, 0.7659, 2.3243], [-0.8919, 0.6757, -1.1212], [-0.7096, 1.4432, 0.7728], [-1.6346, -0.0465, 0.7772], [1.2963, -0.0114, 0.0552], [0.2472, -1.4159, 0.3849], [1.1891, -1.2026, 2.5517], [0.0426, 0.1142, 2.7322], [2.9115, 0.3022, 2.7905], [2.4353, 1.1557, 1.3799], [1.8218, 1.5768, 3.0167], [-0.6383, 1.6380, -1.3153], [-0.2131, 0.1064, -1.6392], [-1.8304, 0.4258, -1.4674], [0.9715, -1.4977, -3.4344], [2.2318, -1.1598, -2.6876], [1.2992, -0.9054, -2.7440], [-3.4304, -1.0391, -2.4332], [-4.2681, -0.4367, -1.2808], [-3.5301, -0.2581, -1.8787]],
  "homo_ha": -0.5428,
  "charge": 1,
  "gap_ha": 0.432,
  "e_lumo_ha": -0.111
}

***

#C
{
  "formula": "C4H16NO2",
  "method": "the ωB97M-V functional and the def2-TZVPD basis",
  "species": ["C", "C", "C", "C", "N", "H", "H", "H", "H", "H", "H", "H", "H", "H", "H", "H", "H", "H", "H", "O", "H", "H", "O"],
  "coordinates": [[0.0906, 0.7774, -1.0440], [-0.6961, 0.3166, 0.2284], [-2.1018, 0.9041, 0.4150], [-3.3781, 0.1540, 0.0821], [1.2185, -0.2148, -1.1754], [0.5744, 1.7019, -0.7876], [-0.4077, 0.5488, -1.9952], [-0.1388, 0.5343, 1.1388], [-0.6908, -0.7913, 0.2732], [-2.1668, 1.9238, 0.0228], [-2.1585, 0.9903, 1.5099], [-3.4253, -0.0294, -1.0167], [-3.4085, -0.8242, 0.5363], [-4.2025, 0.8531, 0.2347], [1.0886, -1.1958, -0.7860], [1.5756, -0.4522, -2.1127], [2.0574, 0.1429, -0.6980], [1.1325, -3.2726, 0.3153], [2.4596, -2.9920, -0.4630], [1.5520, -2.6942, -0.3205], [1.7046, 0.6435, 1.7250], [2.4504, 1.6867, 2.4223], [2.3735, 1.2997, 1.5288]],
  "homo_ha": -0.5316,
  "charge": 1,
  "gap_ha": 0.414,
  "e_lumo_ha": -0.118
}

***

Sorted by energy, starting with the most stable: #B, #C, #A.